No. 1
C4H8O2 in the gas phase at a distorted geometry, computed with wB97M-V/def2-TZVPD.

Summary:
SMILES   C[C@@H](O)CC=O
Energy above the lowest of the compared OMol25 structures with the same formula, charge and spin   160.0 kJ/mol
E_tot   -8371.623 eV
Lowest unoccupied orbital energy   1.031 eV

Atoms and positions in Å:
C1 -1.724 -0.266 -0.229
C2 -0.281 0.075 -0.555
O1 -0.019 1.395 -0.059
C3 0.767 -0.840 0.138
C4 1.612 0.217 0.827
O2 2.435 0.865 0.202
H1 -2.380 0.529 -0.594
H2 -2.027 -1.205 -0.706
H3 -1.870 -0.362 0.853
H4 -0.146 0.081 -1.643
H5 0.891 1.618 -0.361
H6 1.407 -1.386 -0.562
H7 0.312 -1.550 0.841
H8 1.406 0.427 1.891

No. 2
C4H8O2 as an isolated structure, computed with wB97M-V/def2-TZVPD.

Summary:
Energy above the lowest of the compared OMol25 structures with the same formula, charge and spin   594.4 kJ/mol
E_tot   -8367.121 eV
Lowest unoccupied orbital energy (spin up / spin down)   0.208 / 0.208 eV

Atoms and positions in Å:
C1 1.293 0.640 -0.474
C2 0.281 -0.370 0.028
O1 0.838 -1.632 0.307
C3 -0.716 0.107 0.969
C4 -0.904 -0.587 -0.924
O2 -1.944 0.464 -0.376
H1 2.046 0.890 0.287
H2 0.786 1.567 -0.764
H3 1.787 0.240 -1.364
H4 1.630 -1.488 0.842
H5 -1.213 -0.644 1.577
H6 -0.763 1.128 1.350
H7 -1.411 -1.529 -0.696
H8 -1.775 1.269 -0.891

No. 3
C4H8O2 as an isolated structure, computed with wB97M-V/def2-TZVPD.

Summary:
Energy above the lowest of the compared OMol25 structures with the same formula, charge and spin   432.6 kJ/mol
E_tot   -8368.798 eV
Lowest unoccupied orbital energy   -0.792 eV

Atoms and positions in Å:
C1 -1.683 -0.797 -0.773
C2 -0.632 -0.289 0.200
O1 0.215 -1.321 0.666
C3 0.541 0.405 -0.374
C4 1.391 1.269 0.467
O2 2.079 0.143 0.959
H1 -1.207 -1.306 -1.618
H2 -2.326 -1.519 -0.257
H3 -2.307 0.022 -1.150
H4 -1.097 0.290 1.014
H5 1.206 -0.737 1.065
H6 0.933 0.051 -1.326
H7 0.836 1.844 1.224
H8 2.050 1.944 -0.097

No. 4
A 3-piece molecular cluster, C4H8O2 overall, computed with wB97M-V/def2-TZVPD.

Summary:
Energy above the lowest of the compared OMol25 structures with the same formula, charge and spin   642.2 kJ/mol
E_tot   -8366.626 eV
Lowest unoccupied orbital energy (spin up / spin down)   -0.551 / -0.550 eV

Atoms and positions in Å:
C1 1.314 -0.345 -1.063
O1 0.099 -0.656 -1.277
C2 -0.855 -0.826 -0.256
C3 -0.486 -0.553 1.162
C4 -1.202 0.576 0.443
O2 -0.618 1.634 -0.059
H1 1.786 -0.573 -0.113
H2 1.640 1.614 -0.287
H3 1.898 -0.179 -1.962
H4 -1.581 -1.566 -0.576
H5 0.550 -0.401 1.447
H6 -1.068 -1.111 1.890
H7 -2.258 0.664 0.735
H8 0.780 1.722 -0.083

No. 5
C4H8O2 in the gas phase, computed with wB97M-V/def2-TZVPD.

Summary:
SMILES   OC[C@H]1C[C@H]1O
Energy above the lowest of the compared OMol25 structures with the same formula, charge and spin   194.7 kJ/mol
E_tot   -8371.264 eV
Lowest unoccupied orbital energy   0.886 eV

Atoms and positions in Å:
O1 -1.862 1.431 1.038
C1 -1.272 0.216 0.608
C2 0.231 0.358 0.438
C3 1.142 -0.842 0.394
C4 0.920 -0.018 -0.839
O2 0.109 -0.537 -1.852
H1 -1.750 2.076 0.328
H2 -1.726 -0.142 -0.325
H3 -1.504 -0.518 1.386
H4 0.621 1.233 0.953
H5 0.671 -1.823 0.412
H6 2.099 -0.788 0.906
H7 1.730 0.623 -1.191
H8 0.589 -1.271 -2.256

No. 6
C4H8O2 in the gas phase, computed with wB97M-V/def2-TZVPD.

Summary:
Energy above the lowest of the compared OMol25 structures with the same formula, charge and spin   549.6 kJ/mol
E_tot   -8367.585 eV
Lowest unoccupied orbital energy   0.857 eV

Atoms and positions in Å:
O1 -0.215 2.148 -0.357
C1 -0.692 0.806 -0.560
C2 -0.683 -0.907 0.181
O2 -0.976 -0.819 1.515
C3 0.935 0.004 -0.007
C4 0.705 -1.455 0.059
H1 0.647 2.245 -0.784
H2 -0.761 0.556 -1.623
H3 -1.706 0.935 -0.170
H4 -1.853 -0.418 1.597
H5 1.179 0.501 0.928
H6 1.458 0.373 -0.887
H7 0.903 -2.017 -0.852
H8 1.058 -1.953 0.961

No. 7
C4H8O2 in the gas phase, computed with wB97M-V/def2-TZVPD.

Summary:
SMILES   CC/C(O)=C/O
Energy above the lowest of the compared OMol25 structures with the same formula, charge and spin   124.4 kJ/mol
E_tot   -8371.992 eV
Lowest unoccupied orbital energy   0.752 eV

Atoms and positions in Å:
C1 1.461 -1.365 -0.381
C2 1.058 0.099 -0.195
C3 -0.359 0.277 0.245
O1 -0.641 -0.263 1.460
C4 -1.310 0.917 -0.443
O2 -2.584 0.997 0.125
H1 1.336 -1.922 0.552
H2 2.511 -1.433 -0.687
H3 0.849 -1.847 -1.150
H4 1.210 0.660 -1.123
H5 1.701 0.558 0.566
H6 -2.668 1.876 0.523
H7 -1.177 1.329 -1.438
H8 -1.603 -0.143 1.569

No. 8
A 2-piece molecular cluster, C4H8O2 overall, computed with wB97M-V/def2-TZVPD.

Summary:
SMILES   C=CO.C=CO
Energy above the lowest of the compared OMol25 structures with the same formula, charge and spin   235.7 kJ/mol
E_tot   -8370.838 eV
Lowest unoccupied orbital energy   0.912 eV

Atoms and positions in Å:
O1 -0.724 -1.296 1.171
C1 0.567 -0.944 1.361
C2 1.592 -1.129 0.527
C3 -0.455 1.281 -0.771
O2 0.270 0.508 -1.632
C4 -1.785 1.264 -0.750
H1 -0.823 -1.766 0.328
H2 0.702 -0.443 2.317
H3 1.419 -1.558 -0.455
H4 2.590 -0.776 0.772
H5 0.134 1.900 -0.096
H6 1.194 0.501 -1.342
H7 -2.333 0.562 -1.368
H8 -2.367 1.879 -0.067